ORCA calculation (wB97M-V/def2-TZVPD) on 7 unconnected molecules or ions with the total composition C24H39FO21.

```
85
Properties=species:S:1:pos:R:3:forces:R:3:mulliken_charge:R:1
O 5.371420 22.576140 -18.715200 -0.2 0.6 1.2 -0.49
C 4.352540 22.021380 -18.461220 1.5 -0.7 -2.2 0.66
O 3.510240 21.657700 -19.386460 -2.1 0.0 -4.1 -0.39
C 2.513110 20.771640 -18.921740 -1.6 0.4 -1.4 -0.37
C 2.579020 21.027660 -17.477890 1.2 0.2 -0.1 0.16
F 2.493510 19.916100 -16.769270 -0.6 -1.2 1.2 -0.22
O 3.926660 21.421870 -17.398340 0.8 0.4 5.3 -0.21
H 1.524160 21.045480 -19.289260 0.2 0.3 -0.4 0.29
H 2.646600 19.738810 -19.243520 0.6 0.0 0.3 0.29
H 1.919130 21.803300 -17.089260 0.0 -0.1 0.1 0.26
C 5.482770 11.559810 -19.689540 0.3 1.3 -0.5 -1.11
C 6.069780 13.020010 -19.940620 -1.6 -1.7 1.1 -0.29
O 6.635720 13.382990 -18.696770 -0.7 -3.5 0.7 -0.27
C 7.094650 14.532450 -18.498330 0.7 3.9 -3.1 0.85
O 6.930020 15.473510 -19.304540 0.6 -1.1 2.2 -0.69
O 7.895020 14.494670 -17.446990 -0.5 0.1 0.6 -0.40
C 8.728240 15.601920 -17.258700 1.2 0.2 0.1 -0.34
H 6.280120 10.868220 -19.417420 0.0 0.0 -0.5 0.31
H 4.930020 11.295150 -20.590940 0.4 -0.4 -0.2 0.38
H 4.750780 11.462570 -18.887770 0.1 0.7 0.2 0.28
H 5.254610 13.719530 -20.125750 0.2 0.0 -0.5 0.28
H 6.857250 13.003840 -20.694100 -0.2 0.2 -0.1 0.33
H 8.259710 16.445730 -16.752190 -0.2 0.0 -0.1 -0.06
H 9.171540 15.915410 -18.203850 -0.2 0.2 0.0 0.44
H 9.539950 15.209400 -16.646210 -0.1 0.2 0.1 0.27
C 10.558340 17.071750 -14.514480 0.3 -0.8 0.3 -1.30
C 9.127690 17.081210 -13.969870 1.0 1.6 0.4 -0.22
O 8.665260 18.292290 -14.608980 -1.2 0.4 0.1 -0.09
C 7.481140 18.790330 -14.275790 -1.1 0.1 -1.2 0.41
O 6.646000 18.320920 -13.518350 0.8 0.4 -0.2 -0.53
O 7.290030 19.857930 -15.086930 0.2 -0.3 0.4 -0.04
C 6.125650 20.678080 -14.997530 -0.3 0.2 0.5 -0.34
H 11.270660 16.487040 -13.932400 -0.4 -0.7 -0.1 0.39
H 11.047650 18.044340 -14.462100 -0.7 0.3 -0.1 0.31
H 10.519630 16.749130 -15.554930 0.4 0.0 0.1 0.14
H 9.111800 17.310660 -12.904410 0.0 -0.5 0.1 0.51
H 8.463180 16.252960 -14.215900 0.3 -0.1 -0.1 0.30
H 5.230180 20.159210 -14.655490 0.1 -0.4 -0.1 0.23
H 5.930440 21.117430 -15.975780 0.3 -0.2 0.0 -0.09
H 6.288600 21.485940 -14.284150 0.2 0.1 0.0 0.29
C 9.871120 18.825010 -17.833690 1.0 0.2 -0.1 -0.72
C 10.190230 20.116240 -18.600280 0.3 -0.9 0.2 -0.55
O 9.144470 21.049540 -18.488600 -1.5 1.9 1.1 -0.33
C 9.004880 21.849170 -17.378600 0.8 0.9 -0.1 0.80
O 9.727480 21.853320 -16.399430 -1.0 -0.2 -1.2 -0.59
O 7.986980 22.739780 -17.616610 0.9 -2.0 -1.0 -0.17
C 7.779850 23.877110 -16.804490 0.2 -0.1 0.3 -0.72
H 10.102300 18.972870 -16.778800 -0.5 0.1 0.1 0.14
H 10.571400 18.048600 -18.141750 0.1 -0.1 -0.3 0.41
H 8.872330 18.422240 -18.001900 -0.1 0.4 0.0 0.29
H 10.301890 19.952990 -19.672190 -0.4 -0.2 0.0 0.36
H 11.150700 20.538640 -18.305020 -0.1 0.1 0.5 0.32
H 6.818780 24.299240 -17.098170 0.0 -0.3 0.0 0.17
H 8.536860 24.631130 -17.020090 0.2 -0.1 0.3 0.32
H 7.759010 23.571560 -15.758400 0.2 0.3 0.1 0.31
O 6.494960 21.156640 -7.546440 0.3 -0.9 -0.8 -0.55
C 6.227180 20.833500 -8.671030 0.4 2.0 1.3 0.61
O 4.996880 20.577750 -9.073250 -1.0 0.1 -1.1 -0.40
C 4.983740 20.518360 -10.519400 -1.5 -1.4 0.7 0.09
C 6.398560 20.862950 -10.949320 -1.5 -1.4 0.0 0.40
O 7.075030 20.902690 -9.725050 1.1 0.5 0.6 -0.37
H 4.693960 19.484710 -10.708370 0.4 -0.1 -0.4 -0.29
H 4.161320 21.085210 -10.955770 0.2 0.6 0.4 0.36
H 6.344140 21.799530 -11.504260 0.9 0.0 0.0 0.20
H 6.722210 19.957080 -11.461900 0.6 0.7 -0.7 -0.08
O 7.213950 16.175580 -8.453270 -3.6 -0.4 -4.3 -0.57
C 6.441500 16.073280 -9.446510 3.4 -0.7 2.8 0.56
O 6.424500 14.974950 -10.298470 -0.4 1.2 2.0 -0.37
C 5.609900 15.306090 -11.413000 0.7 0.9 -0.4 0.06
C 4.783840 16.529460 -10.970960 0.0 -1.5 0.3 0.27
O 5.585190 17.020610 -9.878950 -0.1 0.2 -0.1 -0.27
H 6.351060 15.719660 -12.096920 -0.4 -0.5 -0.9 -0.06
H 5.081030 14.411730 -11.742430 0.0 0.4 -0.2 0.37
H 3.801180 16.232610 -10.604410 0.0 0.2 0.3 0.36
H 4.648570 17.231010 -11.794150 0.4 0.3 0.5 -0.25
O 4.410500 13.941180 -16.628270 -0.6 3.0 1.2 -0.61
C 4.151670 15.035590 -16.128110 0.3 -4.0 0.7 0.66
O 4.046530 16.173520 -16.722640 -0.1 1.4 -1.5 -0.32
C 3.721540 17.218860 -15.820810 0.1 1.0 0.4 -0.03
C 3.560400 16.550000 -14.423800 0.5 -0.2 -2.4 0.70
O 3.885160 15.192190 -14.792520 0.0 -0.5 0.8 -0.35
H 4.565950 17.907960 -15.806140 0.0 0.0 -0.1 -0.03
H 2.859020 17.768310 -16.198000 0.0 -0.4 0.1 0.18
H 2.532460 16.617290 -14.067550 0.3 -0.1 0.3 0.33
H 4.345240 16.981280 -13.802410 -0.4 -0.3 0.4 -0.56
```
Forces are in eV/Å.

Its HOMO energy is -10.4 eV. Its strongest force on any atom is 5.610 eV/Å. The SMILES is O=C1OC[C@@H](F)O1.CCOC(=O)OC.CCOC(=O)OC.CCOC(=O)OC.O=C1OCCO1.O=C1OCCO1.O=C1OCCO1. For the frontier orbital gap, the calculation gives 10.25 eV.